ORCA calculation (wB97M-V/def2-TZVPD) on a molecular structure, C26H35N4O6PPd.

The value obtained for the LUMO energy is 4.75 eV. The HOMO energy comes out at -1.3 eV. For the total energy, the calculation gives -58546.4639 eV.

ORCA input file:
```
! RIJCOSX wB97M-V def2-TZVPD def2/J DEFGRID3
* xyz -2 1
Pd 0.322 0.076 -1.093
O -4.235 -2.676 -0.245
C -4.522 -2.149 0.895
C -5.830 -2.244 1.448
C -6.143 -1.697 2.672
C -5.181 -1.022 3.427
C -3.900 -0.912 2.913
C -3.553 -1.449 1.679
C -2.171 -1.320 1.164
O -1.950 -1.843 -0.027
N -1.283 -0.730 1.908
N -0.007 -0.607 1.328
C 0.834 -0.200 2.211
C 2.241 0.128 2.084
C 2.831 0.701 3.217
C 4.160 1.075 3.276
C 4.945 0.856 2.135
C 4.416 0.289 1.005
C 3.036 -0.119 0.903
O 2.590 -0.657 -0.141
H -2.877 -2.206 -0.346
H -6.571 -2.771 0.857
H -7.157 -1.795 3.052
H -5.429 -0.594 4.391
H -3.124 -0.397 3.465
H 0.427 -0.048 3.221
H 2.195 0.855 4.086
H 4.577 1.520 4.171
H 5.995 1.139 2.142
H 5.025 0.118 0.123
C 2.553 4.046 -2.538
C 2.074 3.022 -1.530
O 0.780 3.398 -1.058
P -0.356 2.194 -0.938
O -1.433 2.693 -2.055
C -1.914 4.032 -2.051
C -1.983 4.524 -3.482
O -1.147 2.819 0.353
C -0.462 2.705 1.604
C -0.348 4.075 2.235
H 3.522 3.751 -2.947
H 2.657 5.033 -2.082
H 1.842 4.122 -3.362
H 2.751 2.966 -0.671
H 2.035 2.019 -1.971
H -1.259 4.673 -1.456
H -2.905 4.044 -1.586
H -0.985 4.567 -3.919
H -2.425 5.523 -3.520
H -2.589 3.851 -4.089
H 0.531 2.272 1.454
H -1.026 2.005 2.226
H 0.185 4.748 1.563
H 0.203 4.015 3.177
H -1.335 4.495 2.438
N 0.392 -0.801 -3.149
C 0.570 -1.589 -2.253
N 0.830 -2.876 -1.948
C 0.548 -3.893 -2.938
C 1.583 -5.010 -2.847
C 1.673 -5.551 -1.422
C 1.930 -4.416 -0.434
C 0.871 -3.330 -0.570
H 0.552 -3.418 -3.919
H -0.461 -4.310 -2.772
H 2.556 -4.606 -3.143
H 1.326 -5.808 -3.552
H 2.454 -6.315 -1.353
H 0.726 -6.041 -1.167
H 2.911 -3.971 -0.625
H 1.933 -4.792 0.593
H 1.089 -2.469 0.058
H -0.113 -3.719 -0.273
*
```